Record 1
{
  "formula": "C6H7ClNO2S",
  "method": "wB97M-V/def2-TZVPD",
  "species": ["Cl", "S", "O", "O", "N", "C", "C", "C", "C", "C", "C", "H", "H", "H", "H", "H", "H", "H"],
  "coordinates": [[-2.456, -2.325, 1.086], [1.729, -1.112, -0.462], [1.609, -1.817, -1.660], [0.860, -1.467, 0.637], [0.987, 0.548, -0.720], [-2.004, -0.843, 0.497], [-2.369, 1.563, 0.044], [3.359, -0.716, 0.078], [-2.672, 0.372, 0.763], [-1.273, 1.765, -0.717], [-0.104, 1.023, -0.642], [-3.455, 0.255, 1.422], [-1.086, 2.742, -1.121], [3.641, -1.206, 1.057], [-1.152, -0.818, -0.104], [3.183, 0.311, 0.355], [4.234, -0.782, -0.595], [-3.032, 2.507, 0.085]],
  "mulliken_charge": [-0.06, 1.20, -0.50, -0.54, -0.34, -0.14, 0.11, -0.77, -0.31, -0.77, 0.87, 0.45, 0.35, 0.36, 0.11, 0.34, 0.35, 0.30],
  "charge": 1,
  "de_lowest_kcal_mol": 18.6,
  "max_force_ha_per_bohr": 0.0793,
  "homo_energy_ev": -13.174,
  "smiles": "CS(=O)(=O)[N+]#C/C=C\\C=C\\Cl",
  "energy_ev": -35267.0483,
  "homo_lumo_gap_ev": 7.7
}



Record 2
{
  "formula": "C6H10NS",
  "method": "wB97M-V/def2-TZVPD",
  "species": ["S", "N", "C", "C", "C", "C", "C", "C", "H", "H", "H", "H", "H", "H", "H", "H", "H", "H"],
  "coordinates": [[-1.763, 1.296, 1.198], [0.261, -0.325, 0.871], [-1.082, -0.278, 0.991], [-0.137, 1.927, 1.322], [0.747, 0.939, 1.171], [-0.334, -0.534, -0.613], [-0.635, -1.780, -0.927], [-0.164, 0.558, -1.560], [2.078, -1.270, 0.823], [-1.731, -1.134, 1.012], [1.813, 1.188, 1.264], [-1.009, 0.672, -2.171], [2.873, -1.311, 0.815], [-0.630, -2.577, -0.228], [0.567, 0.138, -2.247], [0.311, 1.545, -1.277], [-0.033, 2.971, 1.507], [-1.132, -2.026, -1.953]],
  "mulliken_charge": [0.01, -0.04, -0.01, 0.02, -0.73, 1.07, -1.08, -1.36, -0.23, 0.46, 0.29, 0.39, 0.27, 0.42, 0.40, 0.35, 0.47, 0.30],
  "charge": 1,
  "de_lowest_kcal_mol": 88.4,
  "max_force_ha_per_bohr": 0.0641,
  "homo_energy_ev": [-13.698, -13.698],
  "energy_ev": -18698.0781,
  "homo_lumo_gap_ev": [8.4, 8.4]
}



Record 3
{
  "formula": "C47H50N5O2P2S3ScSe2",
  "method": "wB97M-V/def2-TZVPD",
  "species": ["Se", "Se", "Sc", "S", "S", "S", "P", "P", "O", "O", "N", "N", "N", "N", "N", "C", "C", "C", "C", "C", "C", "C", "C", "C", "C", "C", "C", "C", "C", "C", "C", "C", "C", "C", "C", "C", "C", "C", "C", "C", "C", "C", "C", "C", "C", "C", "C", "C", "C", "C", "C", "C", "C", "C", "C", "C", "C", "C", "C", "C", "C", "C", "H", "H", "H", "H", "H", "H", "H", "H", "H", "H", "H", "H", "H", "H", "H", "H", "H", "H", "H", "H", "H", "H", "H", "H", "H", "H", "H", "H", "H", "H", "H", "H", "H", "H", "H", "H", "H", "H", "H", "H", "H", "H", "H", "H", "H", "H", "H", "H", "H", "H"],
  "coordinates": [[4.521, -0.570, -1.653], [-1.489, -0.297, -2.802], [-2.127, -0.115, -0.299], [-3.235, -2.472, -0.094], [-4.970, 1.599, 0.234], [-0.409, 2.138, 1.286], [3.706, -0.803, 0.268], [0.550, -0.966, -2.324], [-3.750, 0.707, 0.581], [-1.188, 1.694, 0.020], [1.347, -0.754, 1.609], [-0.287, -0.919, 0.234], [-2.114, -3.408, 2.155], [0.051, -0.821, 1.516], [-4.384, -3.030, 2.265], [4.214, 1.830, 0.899], [1.259, -5.290, -3.572], [-4.569, -3.945, 3.405], [-1.716, 2.783, 2.376], [5.066, -4.774, 2.101], [0.409, 3.624, 0.800], [4.177, 0.527, 1.398], [-4.713, 0.951, -3.664], [0.085, -4.657, -3.954], [1.887, -0.794, 0.356], [0.830, -0.888, -0.541], [1.330, 4.154, 1.694], [0.814, -2.658, -2.838], [-0.964, -3.894, 1.382], [-3.345, 3.910, 0.708], [-3.247, -2.986, 1.565], [3.256, -3.300, 1.509], [3.075, 2.089, -4.527], [-1.790, -3.072, 3.549], [2.212, -4.612, -2.821], [-4.669, 3.186, 1.010], [0.856, 5.348, -0.788], [-4.785, 1.947, -1.489], [-0.143, -3.336, -3.591], [-2.420, 4.059, 1.927], [1.995, -3.296, -2.446], [-4.735, 3.350, -3.419], [2.444, 2.433, -3.335], [4.173, -2.362, 1.047], [1.765, 5.908, 0.104], [3.707, -4.507, 2.033], [5.985, -3.837, 1.641], [-4.794, 3.221, -2.039], [-5.626, -2.410, 1.781], [2.208, -0.149, -4.365], [2.007, 5.310, 1.337], [0.171, 4.188, -0.448], [1.609, 0.195, -3.161], [-4.694, 2.221, -4.229], [-4.767, 0.808, -2.290], [1.697, 1.490, -2.653], [5.048, 1.304, 3.502], [4.589, 0.265, 2.702], [5.093, 2.598, 3.004], [4.669, 2.863, 1.705], [5.543, -2.637, 1.108], [2.950, 0.808, -5.046], [-2.810, 3.404, -0.090], [-2.400, 1.933, 2.445], [-4.636, -3.406, 4.350], [-1.225, 2.908, 3.345], [-3.580, 4.909, 0.342], [7.046, -4.047, 1.686], [2.735, 5.739, 2.016], [-2.611, -2.544, 4.023], [2.993, -5.241, 2.387], [4.558, -0.746, 3.090], [5.476, 3.401, 3.625], [1.517, 3.677, 2.654], [1.198, 1.747, -1.726], [4.720, 3.872, 1.310], [3.133, -5.104, -2.533], [-0.203, -3.121, 1.277], [5.385, 1.098, 4.512], [-1.555, -3.966, 4.127], [-5.499, -4.492, 3.254], [-5.548, 3.769, 0.714], [-0.528, 3.721, -1.135], [-3.756, -4.661, 3.452], [-4.791, 2.954, 2.071], [-6.311, -2.327, 2.623], [-4.667, 2.331, -5.306], [5.412, -5.716, 2.509], [-1.054, -2.840, -3.892], [-4.844, 4.108, -1.420], [-0.655, -5.187, -4.540], [2.296, 6.813, -0.167], [-4.726, 4.339, -3.860], [6.254, -1.913, 0.726], [-1.675, 4.817, 1.693], [3.439, 0.548, -5.978], [3.669, 2.828, -5.055], [2.748, -2.763, -1.877], [1.436, -6.319, -3.866], [-2.988, 4.440, 2.779], [-4.838, -0.180, -1.852], [-6.087, -3.014, 1.000], [-0.532, -4.737, 1.924], [0.679, 5.814, -1.751], [2.193, -3.095, 1.474], [2.119, -1.158, -4.752], [-5.427, -1.423, 1.384], [-1.276, -4.228, 0.402], [-0.918, -2.417, 3.543], [2.543, 3.437, -2.937], [3.928, 2.020, -0.131], [-4.707, 0.070, -4.296]],
  "mulliken_charge": [-0.17, -0.41, -0.47, -0.48, 0.31, 0.49, 1.28, 1.19, 0.00, 0.60, -0.24, 1.31, 0.24, -0.41, 0.14, -0.49, -0.62, -1.25, -0.96, -0.54, 0.82, 0.58, -0.53, -0.67, 0.03, -0.45, -0.48, 0.67, -1.62, -0.07, 0.60, -0.17, -0.77, -1.19, -0.79, -1.18, -0.93, 0.82, -0.86, -1.43, -0.10, -0.79, -0.38, -0.04, -0.64, -0.63, -0.78, -0.51, -0.81, -0.52, -0.79, -0.22, 0.16, -0.58, -0.81, 0.03, -0.75, -0.48, -0.66, -0.69, -0.42, -0.75, -0.02, 0.39, 0.38, 0.68, 0.58, 0.42, 0.52, 0.36, 0.44, 0.43, 0.42, 0.48, 0.04, 0.59, 0.51, 0.54, 0.45, 0.34, 0.46, 0.66, 0.46, 0.40, 0.57, 0.44, 0.45, 0.41, 0.42, 0.32, 0.45, 0.42, 0.45, 0.47, 0.44, 0.44, 0.42, 0.06, 0.41, 0.63, 0.62, 0.34, 0.45, 0.50, 0.35, 0.47, 0.07, 0.45, 0.35, 0.46, 0.35, 0.52],
  "charge": 2,
  "max_force_ha_per_bohr": 0.0197,
  "homo_energy_ev": -11.772,
  "energy_ev": -263564.1367,
  "homo_lumo_gap_ev": 6.9
}



Record 4
{
  "formula": "C5H8O2",
  "method": "wB97M-V/def2-TZVPD",
  "species": ["O", "O", "C", "C", "C", "C", "C", "H", "H", "H", "H", "H", "H", "H", "H"],
  "coordinates": [[-0.828, 1.617, -0.166], [0.666, -0.368, -1.424], [0.981, -1.681, -1.603], [0.416, -2.602, -0.551], [0.868, -0.038, -0.055], [0.085, 0.907, 0.620], [-1.546, 2.171, 0.872], [1.171, -2.123, -2.570], [0.466, 1.161, 1.540], [2.066, -0.067, 0.447], [0.844, -3.589, -0.774], [-0.797, 3.211, 0.998], [-1.717, 1.358, 1.791], [-0.052, -2.383, 0.616], [-2.622, 2.425, 0.259]],
  "mulliken_charge": [-0.27, -0.25, -0.06, -0.58, -0.29, -0.20, -0.61, 0.38, 0.50, 0.11, 0.29, 0.25, 0.28, 0.23, 0.22],
  "charge": 0,
  "de_lowest_kcal_mol": 179.7,
  "max_force_ha_per_bohr": 0.1717,
  "homo_energy_ev": -8.208,
  "smiles": "C=CO/C=C\\OC",
  "energy_ev": -9402.0378,
  "homo_lumo_gap_ev": 9.1
}